14
Properties=species:S:1:pos:R:3:forces:R:3:mulliken_spin:R:1 method="wB97M-V/def2-TZVPD" spin_multiplicity=3 molar_mass_g_mol=122.6 e_tot_ha=-763.15304 e_above_lowest_ev=0.056
C 0.835 -1.373 0.398 1.43 -4.82 0.06 0.01
C 1.276 -0.192 0.303 3.02 2.23 -1.37 0.00
C 2.491 0.170 -0.565 -2.63 1.62 -0.53 0.00
N -2.727 0.429 -0.163 -2.05 0.41 -1.25 0.55
N -0.710 1.452 0.523 6.80 6.79 -3.52 1.26
O -1.574 0.852 0.880 -6.65 -5.48 4.84 0.20
Cl 3.800 -0.931 -0.683 0.71 -1.11 -0.39 0.00
H -0.022 -1.725 0.925 -0.38 -0.11 0.42 0.00
H 1.685 -2.099 0.101 -2.18 0.34 -0.03 0.00
H 2.860 1.014 -0.020 0.60 0.88 -0.39 0.00
H 2.036 0.503 -1.601 1.34 -0.66 1.90 0.00
H -2.350 -0.421 -0.538 0.43 -0.74 -0.13 -0.02
H -3.441 0.165 0.516 0.12 -0.05 -0.01 -0.03
H 0.927 0.673 0.766 -0.55 0.71 0.41 0.01